# 1
Formula: BrNaPt
Source: the OMol25 dataset
Level of theory: ωB97M-V/def2-TZVPD

Its orbital gap (spin up / spin down) is 8.4975 / 4.3481 eV. The value obtained for the energy relative to the best compared isomer or geometry (same formula, charge and spin) is 45.1 kcal/mol. The spin multiplicity is 3. The calculation puts the strongest force on any atom at 1.71 eV/Å. The total charge is +2.

Atoms and positions in Å:
Na (-2.23, -1.11, -2.26)
Pt (2.55, 0.04, 1.92)
Br (-0.32, 1.07, 0.33)

The net atomic charges from Mulliken, expressed in e, are: atom 1 (Na): 0.979, atom 2 (Pt): 0.916, atom 3 (Br): 0.105

---

# 2
Formula: C3H2N2O2
Source: the OMol25 dataset
Level of theory: ωB97M-V/def2-TZVPD

Its orbital gap (spin up / spin down) is 8.7828 / 7.6480 eV. The value obtained for the energy relative to the best compared isomer or geometry (same formula, charge and spin) is 166.4 kcal/mol. The calculation puts the strongest force on any atom at 4.09 eV/Å.

Atoms and positions in Å:
C (-1.40, 0.51, -0.29)
C (0.48, -1.01, -1.11)
C (-0.62, -0.36, -0.95)
N (-2.20, 1.24, 0.22)
N (0.48, 0.69, 1.18)
O (-0.07, 1.45, 1.89)
O (1.57, 0.24, 1.07)
H (1.15, -0.92, -0.28)
H (0.61, -1.84, -1.72)

Atomic partial charges in e from the Mulliken method, atoms 1 to 4: atom 1 (C): 0.573, atom 2 (C): -0.623, atom 3 (C): -0.022, atom 4 (N): -0.453

---

# 3
Formula: C6H13N2O2S
Source: the OMol25 dataset
Level of theory: ωB97M-V/def2-TZVPD

Its orbital gap is 7.4407 eV. The value obtained for the energy relative to the best compared isomer or geometry (same formula, charge and spin) is 16.7 kcal/mol. The calculation puts the strongest force on any atom at 3.97 eV/Å. The total charge is -1.

Atoms and positions in Å:
C (0.95, 1.97, -0.12)
C (-1.41, -0.01, -1.45)
C (-1.60, 0.96, 0.96)
C (-1.96, -1.56, 0.47)
C (0.38, -0.44, 0.37)
C (-1.14, -0.22, 0.05)
N (2.51, 0.31, 0.60)
N (1.28, 0.53, 0.36)
O (0.82, 2.78, 0.79)
O (0.87, 2.17, -1.32)
S (4.06, -2.07, -0.26)
H (-0.87, -0.65, -2.08)
H (-2.45, -0.16, -1.64)
H (-1.16, 0.98, -1.73)
H (-2.68, 1.04, 0.93)
H (-1.23, 0.71, 2.02)
H (-1.20, 1.98, 0.73)
H (-1.66, -1.85, 1.54)
H (-3.02, -1.29, 0.51)
H (-1.70, -2.25, -0.28)
H (3.08, 1.07, 0.20)
H (3.26, -0.97, 0.15)
H (0.68, -1.45, 0.82)
H (4.20, -1.57, -1.59)

Atomic partial charges in e from the Mulliken method, atoms 1 to 4: atom 1 (C): 0.234, atom 2 (C): -1.762, atom 3 (C): -1.435, atom 4 (C): -1.777

---

# 4
Formula: C4H5NS
Source: the OMol25 dataset
Level of theory: ωB97M-V/def2-TZVPD

Its orbital gap is 9.0316 eV. The value obtained for the energy relative to the best compared isomer or geometry (same formula, charge and spin) is 32.1 kcal/mol. The SMILES is Sc1cc[nH]c1. The calculation puts the strongest force on any atom at 4.05 eV/Å.

Atoms and positions in Å:
S (0.40, 1.19, 2.31)
C (0.07, 0.31, 0.80)
C (0.95, -0.50, -0.06)
C (0.24, -0.69, -1.27)
N (-0.95, -0.12, -1.18)
C (-1.02, 0.61, 0.04)
H (1.27, 0.26, 3.25)
H (1.90, -1.00, -0.10)
H (0.41, -1.44, -2.01)
H (-1.48, 0.17, -2.01)
H (-1.78, 1.21, 0.23)

Atomic partial charges in e from the Mulliken method, atoms 1 to 4: atom 1 (S): -0.307, atom 2 (C): 0.157, atom 3 (C): -0.313, atom 4 (C): -0.372